Entry from OMol25: a molecular structure, C44H65CuN2O3P3Si in a non-equilibrium geometry (ωB97M-V/def2-TZVPD).

## Properties
F_max = 1.02 eV Å⁻¹
Net charge = -1
Total energy = -5005.06866 Ha
Multiplicity = 1

Last column: Mulliken charge in e.
CARTESIAN COORDINATES (ANGSTROEM)
Cu 0.41 -0.79 0.18  -1.46
P 2.86 0.26 0.34  0.67
P -2.45 -0.53 -1.58  0.43
P -1.40 2.21 1.89  0.22
Si -0.12 1.23 -0.76  1.47
O 3.06 -6.14 -0.44  -0.70
O 0.02 -3.50 2.08  -0.69
O 1.77 -2.09 -1.83  -0.76
N 0.95 -2.71 0.19  2.91
N 2.22 -4.18 -1.15  0.27
C 0.63 -6.18 1.20  -1.53
C 0.63 1.15 -3.60  -0.15
C 2.35 4.67 -0.86  -1.02
C 2.58 2.03 -0.02  -0.17
C -5.21 -0.22 -1.21  -1.50
C 2.18 1.31 2.84  -1.88
C -1.89 3.22 -1.97  0.21
C -4.28 1.76 2.23  -1.65
C -4.57 -0.21 -3.62  -1.66
C 1.42 2.43 -0.68  1.06
C -1.44 -0.57 -4.25  0.03
C -2.91 4.14 0.42  -0.26
C 5.79 0.80 -0.28  -1.72
C 4.52 -0.01 -0.54  0.80
C -2.90 1.11 2.22  2.41
C -2.00 3.08 0.41  0.01
C -0.54 -0.17 -5.23  -0.95
C 0.77 -3.66 1.13  -1.51
C -1.26 3.54 3.24  0.55
C 0.49 0.70 -4.90  -0.99
C 1.58 -4.97 1.05  2.70
C -1.47 2.62 -0.79  -0.15
C -2.75 4.30 -1.96  -0.93
C 3.45 4.28 -0.10  -1.13
C 1.35 3.75 -1.11  -0.29
C 3.56 2.97 0.32  -1.06
C -3.26 4.77 -0.76  -0.97
C 2.56 -4.96 2.24  -1.58
C -2.91 -2.92 -0.37  -1.61
C 3.45 -3.72 2.26  -0.89
C 2.36 -5.17 -0.23  -0.28
C -0.27 -6.37 -0.01  -0.88
C -1.48 -3.15 -2.42  -0.52
C -0.27 0.78 -2.62  0.50
C -2.64 0.29 3.47  -1.72
C 1.63 -2.92 -0.95  -0.50
C 4.50 0.33 2.81  -1.88
C 3.10 0.25 2.23  1.63
C 4.13 0.12 -2.01  -1.42
C -2.67 -2.41 -1.79  0.78
C -0.23 4.51 2.65  -1.42
C -4.11 0.14 -2.21  1.12
C -1.33 -0.08 -2.96  -0.57
C -2.42 4.30 3.87  -1.51
H -3.95 1.23 -2.16  -0.06
H 3.97 -3.59 1.31  0.24
H 0.03 -6.01 2.10  0.48
H 6.10 0.75 0.76  0.31
H -1.67 -0.19 3.40  0.36
H -5.57 0.20 -3.78  0.50
H -2.21 -1.28 -4.51  0.48
H -1.04 -3.83 -1.70  -0.53
H 2.70 -4.28 -2.04  0.30
H -3.34 4.49 1.34  0.23
H 3.17 -5.86 2.19  0.46
H 5.14 -0.46 2.40  0.34
H -0.69 -2.46 -2.74  0.06
H -4.40 2.45 3.06  0.19
H -2.03 4.92 4.68  0.47
H -0.70 5.14 1.89  0.28
H 4.74 -1.07 -0.32  0.45
H 0.47 4.07 -1.66  0.48
H -3.03 4.79 -2.89  0.40
H 3.87 1.15 -2.25  0.19
H -1.50 2.86 -2.91  0.38
H -3.57 -2.59 -2.39  0.71
H 4.41 2.68 0.92  0.39
H -4.64 -1.29 -3.75  0.21
H -5.04 0.98 2.33  0.53
H -3.94 5.62 -0.74  0.41
H -4.90 -0.01 -0.19  0.13
H 0.20 5.15 3.42  0.48
H -3.69 -2.36 0.12  0.34
H -1.78 -3.74 -3.28  0.32
H 5.65 1.83 -0.57  0.32
H 2.58 2.31 2.69  0.21
H 4.95 -0.19 -2.67  0.56
H -5.46 -1.28 -1.28  0.32
H -4.46 2.29 1.30  0.35
H 0.58 3.96 2.17  0.10
H -2.84 0.44 1.35  -1.36
H 0.32 -6.61 -0.89  0.29
H 1.45 1.80 -3.33  0.39
H -0.97 -7.18 0.16  0.51
H -6.11 0.35 -1.42  0.49
H -0.84 -5.46 -0.21  -0.05
H 4.45 0.20 3.89  0.49
H 2.86 -2.83 2.45  0.00
H 1.96 -4.98 3.15  0.44
H 1.22 -7.08 1.34  0.40
H -2.90 4.97 3.16  0.26
H -3.39 -0.49 3.58  0.46
H 2.28 5.68 -1.23  0.37
H -2.66 0.91 4.36  0.32
H 4.20 -3.82 3.05  0.58
H 2.06 1.13 3.91  0.66
H 1.19 1.01 -5.67  0.35
H 4.22 5.00 0.16  0.40
H -0.64 -0.55 -6.24  0.37
H 4.96 1.30 2.61  0.31
H -0.76 2.97 4.05  0.44
H -3.91 0.20 -4.37  0.39
H 2.69 -0.73 2.50  -0.33
H -3.16 3.63 4.29  0.27
H 1.20 1.26 2.36  0.06
H -2.00 -2.80 0.22  0.18
H 6.60 0.39 -0.89  0.52
H 3.25 -0.49 -2.23  0.13
H -3.19 -3.98 -0.37  0.39



Entry from OMol25: a molecular structure, C44H66BGaN3O17S (ωB97M-V/def2-TZVPD).

## Properties
F_max = 0.91 eV Å⁻¹
Net charge = -1
Total energy = -5507.50274 Ha
Multiplicity = 1

Last column: Mulliken charge in e.
CARTESIAN COORDINATES (ANGSTROEM)
Ga -1.66 -0.62 2.78  -1.16
S 4.14 0.58 -0.68  -0.26
O 4.97 0.47 -7.26  -0.67
O -3.20 -2.94 -0.58  -0.56
O 1.44 0.72 4.22  -0.50
O -1.64 -4.24 -5.93  -0.37
O -5.17 -1.85 8.54  -0.40
O 5.35 0.76 1.69  -0.05
O 8.36 2.95 -2.01  -0.34
O 2.64 2.15 3.00  -0.20
O -1.27 -0.05 5.85  -0.89
O -4.41 -2.62 6.59  -0.54
O -8.69 -0.15 -1.45  -0.34
O 2.32 -0.56 -3.82  -0.14
O 2.19 1.51 -4.63  -0.69
O -6.85 -0.16 -2.71  -0.59
O -1.41 -4.41 -8.14  -0.60
O 6.13 0.08 -5.40  -0.39
O 9.25 0.91 -2.20  -0.61
N 4.86 -1.31 1.11  -0.27
N -5.28 -2.11 -1.03  -0.50
N 5.48 -1.33 2.37  -0.62
C 7.85 3.79 -0.97  -0.58
C -0.02 -1.24 1.71  -0.69
C 1.57 0.33 0.38  0.56
C 0.25 -0.47 0.41  -0.58
C 2.43 -1.90 -4.33  -0.55
C -4.39 0.37 8.50  -0.62
C 2.31 1.53 4.17  0.55
C 3.78 2.99 3.18  0.17
C -8.73 -1.63 -3.27  -0.43
C -9.91 -0.90 -1.36  -0.42
C 3.83 3.30 4.68  -0.60
C -1.28 3.60 1.86  -0.71
C -4.29 -0.21 7.09  0.45
C -0.77 -2.46 5.26  -1.13
C 5.19 2.22 -5.57  -0.22
C -3.61 3.18 2.08  -0.68
C -4.59 -1.68 7.31  0.47
C 5.74 -0.12 2.64  -0.11
C 4.79 -0.08 0.76  0.60
C -2.63 -3.76 -4.98  -0.40
C 2.06 -0.42 -6.14  -0.27
C -3.99 -1.20 0.87  0.07
C -10.15 -1.44 -2.76  -0.49
C -7.95 -0.58 -2.50  0.53
C 8.40 1.69 -0.03  -0.48
C 5.39 0.87 -6.21  0.45
C -3.45 -2.73 -5.76  -0.39
C 6.26 2.24 -4.47  -0.17
C 7.41 2.84 0.14  0.18
C -4.07 -2.16 -0.28  0.33
C 2.19 0.32 -4.83  0.42
C 6.41 0.76 -4.15  -0.02
C -3.38 -3.29 -7.18  -0.44
C 1.74 -1.85 -5.68  -0.34
C -3.31 -1.68 2.16  -0.94
C -2.04 1.35 2.38  -0.48
C 8.73 1.74 -1.51  0.54
C 3.24 2.02 5.27  -0.70
C -2.58 4.06 1.83  -0.47
C -5.38 -0.58 9.17  -0.43
C -3.33 1.85 2.35  -0.03
C 2.49 -0.17 -0.71  -1.33
C -2.05 -4.03 -7.20  0.51
C -1.02 2.27 2.13  0.97
B -1.22 -1.02 4.82  0.42
H 5.68 0.42 -3.42  -0.01
H 9.33 1.84 0.53  0.33
H -2.10 -3.36 -4.12  0.32
H 4.66 2.45 2.84  -0.31
H -8.60 -1.49 -4.34  0.33
H -4.45 -2.61 -5.36  0.28
H -0.55 -2.58 6.33  0.29
H -3.50 -0.31 0.45  0.24
H 0.01 1.93 2.14  0.16
H 6.24 0.25 3.52  0.49
H 7.04 4.39 -1.38  0.35
H 2.11 0.08 -1.69  0.60
H -1.58 -3.15 4.99  0.29
H 2.08 -2.62 -6.37  0.43
H -2.99 -2.72 2.05  0.50
H 3.49 -2.17 -4.38  0.28
H -4.17 -4.02 -7.38  0.26
H 0.09 -2.77 4.67  0.28
H -10.69 -0.22 -1.01  0.30
H -4.16 1.18 2.54  0.31
H 2.68 2.17 6.19  0.37
H 3.01 -0.36 -6.68  0.01
H -4.63 3.53 2.05  0.38
H 7.20 2.63 -4.87  0.27
H -5.05 0.19 6.42  0.24
H -10.76 -2.35 -2.76  0.33
H 2.61 -1.25 -0.64  0.54
H 7.40 0.48 -3.83  0.19
H -4.70 1.41 8.54  0.35
H 4.84 3.53 5.03  0.35
H 8.65 4.46 -0.65  0.28
H 4.18 2.25 -5.16  0.02
H 3.65 3.87 2.56  0.38
H -2.78 5.10 1.62  0.33
H 0.83 -1.16 2.38  0.44
H 1.35 1.39 0.19  0.20
H -5.01 -0.89 1.08  0.20
H 3.99 1.25 5.44  0.28
H 7.42 3.30 1.13  0.44
H 5.99 2.84 -3.60  0.17
H -3.39 -2.54 -7.96  0.30
H -3.23 -4.62 -4.66  0.28
H 0.28 -1.19 -0.41  0.49
H 2.07 0.29 1.35  -0.45
H -5.22 -0.70 10.24  0.34
H 1.93 -2.56 -3.62  0.35
H -8.31 -2.61 -2.99  0.24
H 6.40 2.48 -0.05  -0.28
H -4.04 -1.65 2.97  0.33
H -6.41 -0.27 9.00  0.23
H -5.13 -1.75 -1.97  0.22
H -5.95 -1.51 -0.57  0.26
H -0.45 4.27 1.66  0.40
H -0.19 -2.29 1.48  0.47
H 1.28 0.04 -6.75  0.35
H -2.95 -1.76 -5.72  0.25
H -3.31 -0.07 6.64  -0.30
H -0.41 0.01 6.30  0.17
H -9.77 -1.69 -0.63  0.27
H 0.67 -1.98 -5.53  0.04
H -10.66 -0.70 -3.37  0.26
H -3.41 0.29 8.99  0.26
H 3.18 4.14 4.90  0.29
H 5.28 3.01 -6.31  0.38
H -0.56 0.22 0.16  0.33
H 8.00 0.71 0.22  0.17



Entry from OMol25: a molecular structure, C44H66BKN5O4S in a non-equilibrium geometry (ωB97M-V/def2-TZVPD).

## Properties
F_max = 4.81 eV Å⁻¹
Net charge = -1
Total energy = -3313.85706 Ha
Multiplicity = 1

Last column: Mulliken charge in e.
CARTESIAN COORDINATES (ANGSTROEM)
K -0.45 0.30 1.47  1.05
S 0.76 4.35 -0.91  -0.51
O 1.57 1.65 0.55  -0.44
O -2.03 -0.85 3.71  -0.15
O -1.84 1.95 3.15  0.85
O 0.64 -0.25 3.83  0.70
N -0.98 6.00 0.29  -0.18
N -8.58 3.42 -2.12  -0.65
N -1.58 3.84 0.28  0.29
N 0.75 -2.26 -1.71  0.63
N 2.77 -1.48 -0.97  0.41
C -2.59 0.17 4.60  -0.70
C 1.76 -2.80 -2.47  -1.25
C 4.19 -3.04 1.14  1.31
C 5.85 0.43 -0.61  -0.13
C 4.58 0.09 -1.02  -0.04
C -1.39 -3.42 0.76  -1.19
C -2.94 1.23 3.60  -0.43
C 3.91 -0.98 -0.37  -0.59
C -2.25 6.44 0.72  -0.77
C -6.41 1.70 -0.02  -0.67
C -3.03 0.02 -0.03  -0.86
C 0.18 -1.19 4.74  -0.82
C -1.98 -1.70 -4.02  -0.52
C -5.28 1.01 0.44  -0.17
C -0.42 0.84 -4.09  -1.26
C 1.86 0.36 4.17  -1.10
C 4.39 0.32 -3.57  -1.29
C 3.88 0.77 -2.18  1.95
C -0.75 -1.57 -3.38  0.16
C -1.10 -1.81 4.28  -0.25
C 0.97 -0.87 -5.17  -1.57
C -0.55 -2.31 -2.18  0.32
C 5.76 -1.08 1.20  0.13
C -0.45 -5.37 -0.68  -1.34
C 5.23 -3.97 0.66  -1.65
C 3.84 -3.31 2.60  -1.31
C 4.63 -1.64 0.69  0.05
C -5.41 1.92 -2.23  -0.83
C 0.23 -0.52 -3.90  2.31
C -4.34 1.25 -1.73  -0.39
C 3.90 2.33 -2.22  -1.76
C 2.95 -2.40 -2.02  -0.12
C -1.51 -4.24 -0.49  0.14
C -7.70 2.80 -1.78  0.01
C -6.51 2.23 -1.32  0.51
C -2.75 -3.28 -2.39  -1.14
C -2.89 4.06 0.88  0.47
C -0.65 4.76 -0.06  0.23
C 6.44 0.00 0.55  -1.27
C -4.16 0.75 -0.41  0.41
C -2.94 5.40 1.62  -0.68
C -2.96 -2.60 -3.62  -1.35
C -1.29 2.86 4.06  -1.10
C -1.54 -3.22 -1.71  0.62
B 1.26 -1.30 -0.67  0.25
H -2.47 -4.70 -0.51  0.69
H -1.57 -2.40 5.03  0.45
H -0.04 -0.77 5.75  0.26
H 3.85 0.86 -4.42  0.34
H -0.43 -2.94 0.74  -0.01
H -3.10 3.26 1.49  -0.50
H 4.34 -0.76 -3.69  0.21
H 1.63 2.40 -0.03  -0.23
H 4.68 2.71 -2.91  0.43
H 4.05 2.76 -1.23  0.46
H 0.48 1.50 -4.28  0.39
H 7.44 0.29 0.91  0.36
H -2.43 5.26 2.60  0.20
H -5.50 2.27 -3.22  0.51
H -3.47 1.06 -2.35  0.33
H -0.28 -5.71 -1.69  0.37
H -0.65 3.59 3.47  0.12
H -0.81 -2.47 3.41  -0.24
H 0.49 -4.95 -0.31  0.08
H -1.90 0.51 5.36  0.30
H 6.20 -3.79 1.07  0.40
H -3.89 -2.83 -4.11  0.41
H -3.05 -0.58 0.88  0.03
H -1.09 0.94 -4.94  0.36
H 1.68 1.04 4.98  0.36
H 0.13 -0.97 -5.96  0.34
H 3.37 -4.27 2.79  0.47
H -3.92 5.69 1.90  0.49
H 5.38 -3.89 -0.44  0.29
H 1.70 0.81 0.07  -0.20
H 3.04 -2.66 3.00  0.01
H -1.32 2.93 0.02  -0.21
H -3.41 -0.29 5.15  0.45
H 6.28 -1.45 2.07  0.38
H -2.22 -2.72 0.85  0.17
H -3.37 0.66 2.78  -0.24
H -2.09 3.36 4.57  0.45
H 2.26 0.96 3.32  0.17
H -3.69 4.06 0.05  0.10
H 4.75 -3.18 3.28  0.27
H -5.30 0.57 1.45  0.19
H -3.46 -4.08 -2.15  0.28
H 2.64 -0.36 4.47  0.35
H -0.63 -6.21 -0.02  0.41
H -1.02 1.22 -3.24  0.08
H 5.45 0.68 -3.75  0.38
H -2.04 7.26 1.33  0.52
H 2.90 0.44 -2.07  -0.82
H 0.86 -1.99 4.96  0.55
H 1.63 -0.05 -5.48  0.37
H -2.90 6.75 -0.12  0.28
H 1.55 -3.65 -3.21  0.25
H 3.31 -3.32 0.60  -0.39
H 4.93 -5.01 0.95  0.40
H -1.38 -3.95 1.68  0.74
H 2.99 2.77 -2.53  0.29
H 3.94 -2.62 -2.44  0.56
H -7.25 1.94 0.75  0.20
H -3.66 1.96 3.95  0.59
H -2.35 -0.31 -0.74  0.34
H 1.47 -1.84 -5.11  0.31
H -0.37 6.65 -0.24  0.26
H 0.96 -0.57 -3.07  -1.15
H 6.33 1.23 -1.20  0.32
H -2.09 -1.18 -4.99  0.19
H -0.68 2.30 4.79  0.16



Entry from OMol25: 10 unconnected molecules or ions with the total composition C44H66N2O10 (ωB97M-V/def2-TZVPD).

## Properties
F_max = 0.98 eV Å⁻¹
Total energy = -2577.76564 Ha
Multiplicity = 1
SMILES = C[N+](=O)[O-].C[N+](=O)[O-].c1ccccc1.c1ccccc1.c1ccccc1.c1ccccc1.c1ccccc1.COCCOC.COCCOC.COCCOC

Last column: Mulliken charge in e.
CARTESIAN COORDINATES (ANGSTROEM)
O -3.60 -2.01 -1.86  -0.46
O -1.34 2.16 -3.92  -0.22
O 5.00 4.55 3.57  -0.39
O 4.77 3.42 0.71  -0.37
O -1.41 -4.82 -2.81  -0.48
O 0.43 -0.44 -0.09  -0.25
O -4.22 -0.02 -2.40  -0.51
O 0.61 1.56 -0.87  -0.64
O -0.66 -2.55 -4.74  -0.44
O -2.55 3.48 -1.08  -0.22
N -0.02 0.53 -0.67  1.24
N -3.92 -1.17 -2.67  0.95
C -2.69 3.67 -2.47  -0.58
C -4.77 0.46 1.27  -0.15
C -2.03 2.39 3.67  -0.31
C -2.02 1.64 4.84  -0.35
C -3.93 -1.58 -4.10  -0.65
C -7.08 0.76 1.85  -0.39
C 5.14 5.17 2.31  -0.60
C 0.09 -3.60 -4.16  -0.61
C -0.24 1.03 2.82  0.06
C 4.75 -3.01 -2.34  -0.59
C -6.08 0.74 0.89  -0.61
C -1.41 0.46 -1.16  0.49
C -0.32 -3.93 -2.75  0.85
C 3.71 -3.11 -1.42  -0.64
C -1.49 -5.25 2.25  -0.49
C 2.69 -1.17 -2.40  -0.03
C -1.63 4.39 -0.49  -0.78
C -0.39 -3.35 1.26  -0.07
C -2.65 -3.17 2.06  -0.36
C 4.25 4.62 1.23  -0.35
C -0.37 -4.68 1.65  -0.55
C -1.53 -2.59 1.50  0.23
C 4.41 -0.82 1.45  -0.40
C 5.55 -1.34 2.06  -0.59
C -2.22 -4.87 -1.65  -0.26
C -1.15 2.08 2.65  -0.47
C -4.47 0.18 2.60  -0.30
C -0.09 -1.28 -4.57  -0.45
C 3.48 -0.11 2.20  0.23
C -1.44 3.43 -3.34  -0.58
C 5.75 -1.14 3.42  -0.52
C 2.66 -2.21 -1.49  0.92
C -0.18 0.34 4.02  -0.20
C -2.65 -4.52 2.40  -0.67
C -1.06 0.66 5.05  -0.74
C 4.72 -2.05 -3.34  -0.60
C 3.69 -1.12 -3.36  -0.79
C 5.86 3.43 3.74  -0.50
C 3.75 0.22 3.51  -0.55
C 3.89 2.87 -0.25  -0.51
C 4.89 -0.30 4.11  -0.49
C -2.29 1.93 -4.94  -0.76
C -6.75 0.58 3.19  -0.46
C -5.45 0.29 3.57  -0.72
H 1.81 -2.23 -0.81  -0.55
H -3.98 0.47 0.53  0.48
H -5.17 0.18 4.61  0.41
H 5.03 -0.12 5.17  0.42
H -3.54 -4.99 2.81  0.41
H -3.22 1.54 -4.52  0.18
H 0.62 -0.37 4.19  0.52
H 4.13 5.36 0.43  0.39
H -2.91 -1.48 -4.46  0.09
H -2.53 2.86 -5.47  0.45
H -1.11 2.67 1.75  0.26
H -1.57 5.33 -1.04  0.42
H -1.88 1.23 -5.66  0.20
H 4.24 1.87 -0.51  0.17
H -3.08 4.67 -2.70  0.42
H -4.20 -2.63 -4.12  0.29
H -0.53 3.56 -2.75  0.31
H 0.51 -4.36 -2.17  0.33
H 5.54 -3.75 -2.29  0.41
H 0.51 0.88 2.06  0.00
H 3.10 0.87 4.08  0.55
H -3.24 -5.07 -1.97  0.29
H -8.12 0.93 1.63  0.37
H -2.21 -3.93 -1.09  -0.18
H -1.98 1.26 -0.68  -0.19
H 0.45 -2.87 0.78  -0.09
H 3.90 3.46 -1.17  0.40
H 3.64 -0.36 -4.13  0.45
H 1.90 -0.43 -2.38  0.52
H -2.72 1.94 5.62  0.41
H -1.00 0.11 5.98  0.41
H 3.24 4.45 1.62  0.27
H 5.60 2.63 3.04  0.16
H -7.52 0.62 3.95  0.36
H 0.97 -1.28 -4.81  0.49
H 1.16 -3.34 -4.18  0.25
H 5.51 -2.00 -4.08  0.41
H 6.19 -2.04 1.53  0.39
H -1.80 -0.50 -0.86  -0.29
H 6.56 -1.65 3.92  0.40
H 3.74 -3.90 -0.69  0.49
H -1.37 -6.26 2.63  0.37
H -0.62 -2.99 -2.25  -0.56
H -4.61 -0.92 -4.63  0.31
H 4.18 -0.97 0.41  0.28
H -3.48 2.99 -2.80  0.31
H -6.25 1.02 -0.14  0.41
H 6.18 5.13 1.96  0.32
H 5.77 3.07 4.76  0.23
H -0.61 -0.60 -5.25  0.13
H 0.56 -5.23 1.59  0.40
H -1.46 4.21 -4.11  0.42
H -1.55 -1.53 1.27  0.36
H -0.03 -4.48 -4.79  0.35
H 6.90 3.71 3.55  0.32
H -2.77 3.17 3.51  0.36
H -0.22 -0.90 -3.55  0.07
H -3.54 -2.56 2.19  0.35
H 2.87 2.77 0.15  0.13
H -1.44 0.68 -2.22  -0.25
H -1.99 4.61 0.52  0.23
H -0.62 3.97 -0.44  0.21
H -1.92 -5.68 -0.98  0.27
H -3.46 -0.12 2.85  0.59
H 2.58 0.19 1.67  0.27
H 4.87 6.22 2.46  0.37